# 1
Formula: C8H14ClN2O2
Source: the Open Molecules 2025 dataset
Level of theory: ωB97M-V with the def2-TZVPD basis set

As for the energy above the lowest of the compared OMol25 structures with the same formula, charge and spin: 8.397 eV. The calculation puts the frontier orbital gap at 4.51 eV. The calculation puts the highest occupied orbital energy at -0.0929 Ha.

ORCA input file:
```
! RIJCOSX wB97M-V def2-TZVPD def2/J DEFGRID3
* xyz -1 1
C 5.092 -1.663 -0.029
C -4.400 -0.065 -0.053
H 0.845 -0.140 2.166
H -4.174 -0.893 0.619
H 3.494 -0.501 -0.904
O 5.642 -1.053 0.900
N -2.136 0.901 -0.200
H -1.803 1.123 -2.338
H 1.895 0.836 1.047
C -3.542 1.217 0.057
C -1.267 0.729 0.893
C -1.390 0.920 -1.361
H -4.542 -0.497 -1.043
Cl 2.059 0.354 -1.135
C 1.089 0.106 1.133
H -1.509 0.753 1.945
H -3.914 1.967 -0.641
C -0.072 0.666 -0.978
O 5.686 -2.408 -0.836
N -0.088 0.478 0.415
H -3.718 1.595 1.064
H 3.038 -2.286 -0.488
C 3.563 -1.363 -0.242
H 0.847 0.559 -1.535
H 1.541 -0.802 0.734
H 3.145 -0.882 0.643
H -5.382 0.353 0.168
*
```

---

# 2
Formula: C8H14F4NO6PS2
Source: the Open Molecules 2025 dataset
Level of theory: ωB97M-V with the def2-TZVPD basis set

The calculation puts the frontier orbital gap at 7.17 eV. The calculation puts the highest occupied orbital energy at -0.3193 Ha.

ORCA input file:
```
! RIJCOSX wB97M-V def2-TZVPD def2/J DEFGRID3
* xyz 0 1
C 1.157 2.614 -1.056
S -3.116 -1.879 0.564
F 1.267 -1.922 -2.139
H 3.127 0.757 0.586
O 1.838 -1.722 1.849
H 1.407 3.161 -1.953
O -0.883 -2.421 -2.351
H -0.371 -1.565 0.280
H 0.870 1.003 -2.490
S 1.891 0.379 3.892
H 0.260 1.450 1.129
O -4.205 -2.460 1.298
C -0.049 -1.806 -1.754
C -0.283 -0.906 -0.574
H 1.818 -0.325 -0.737
P 1.118 -0.398 2.294
H -0.928 -0.008 2.591
O -2.658 -0.590 1.050
H 1.621 -2.441 2.451
N 2.414 2.529 -0.259
H 2.547 3.435 0.180
C 0.861 0.108 -0.487
C 0.601 1.268 -1.481
H 0.441 3.232 -0.550
O -0.373 -0.794 2.533
C -3.860 -1.451 -1.062
C 1.068 0.765 0.907
O -2.042 -2.787 0.221
F -4.874 -0.587 -0.929
H 3.242 2.388 -0.828
H -1.228 -0.425 -0.751
F -2.958 -0.876 -1.880
H 2.696 1.903 1.796
C 2.388 1.501 0.844
F -4.333 -2.528 -1.687
H -0.472 1.397 -1.496
*
```

---

# 3
Formula: C8H14F6N5O6ReS2
Source: the Open Molecules 2025 dataset
Level of theory: ωB97M-V with the def2-TZVPD basis set

As for the energy above the lowest of the compared OMol25 structures with the same formula, charge and spin: 0.331 eV. The calculation puts the frontier orbital gap (alpha / beta) at 7.36 / 6.46 eV. The calculation puts the highest occupied orbital energy (alpha / beta) at -0.6912 / -0.6912 Ha. The expectation value of S² is 3.7660.

ORCA input file:
```
! RIJCOSX wB97M-V def2-TZVPD def2/J DEFGRID3
* xyz 3 4
F 4.479 -3.160 -1.481
O 5.571 0.482 -2.063
S 3.741 0.065 1.280
H 0.197 -2.235 0.171
C -0.482 0.274 -1.282
O 3.358 -0.704 -2.427
H -0.871 -1.439 -2.391
H -3.096 -1.628 1.229
N 4.152 -0.641 -0.165
H -4.119 -0.040 -0.864
H -3.440 2.079 -0.297
H -4.879 1.901 3.457
H -1.959 -0.293 1.120
C -2.715 -0.858 0.560
H -2.886 -1.589 -1.464
C -4.134 2.123 1.571
F 2.405 2.275 1.446
C -3.909 0.065 0.196
N -4.537 1.431 2.636
N -4.077 3.453 1.635
Re 2.241 -0.770 -0.731
O -1.257 1.149 -1.398
O 0.868 0.513 -1.070
F 3.507 2.066 -0.413
F 4.552 2.539 1.433
S 4.720 -0.580 -1.743
O 4.573 -0.168 2.378
C -0.814 -1.189 -1.334
C -2.136 -1.601 -0.674
O 2.306 -0.458 1.308
H -4.374 3.950 2.456
N 0.391 -1.929 -0.780
H -4.802 -0.288 0.707
C 5.460 -2.349 -1.879
H -4.653 0.437 2.608
H -3.873 4.009 0.823
F 6.463 -2.372 -1.066
H 0.531 -2.784 -1.315
C 3.541 1.946 0.917
N -3.789 1.508 0.450
H -2.018 -2.661 -0.427
F 5.761 -2.528 -3.113
*
```

---

# 4
Formula: C8H14FN3
Source: the Open Molecules 2025 dataset
Level of theory: ωB97M-V with the def2-TZVPD basis set

As for the energy above the lowest of the compared OMol25 structures with the same formula, charge and spin: 0.000 eV. The calculation puts the frontier orbital gap at 9.71 eV. The calculation puts the highest occupied orbital energy at -0.3222 Ha.

ORCA input file:
```
! RIJCOSX wB97M-V def2-TZVPD def2/J DEFGRID3
* xyz 0 1
H -4.205 -0.058 -1.023
H -1.077 -2.456 -0.793
H 1.492 0.703 2.910
C 1.946 1.272 0.980
H 3.911 0.488 3.729
C -3.065 -1.813 -1.818
H -0.841 0.768 -2.112
C 2.377 0.557 2.338
H 2.865 1.661 0.458
N -0.707 -1.428 -2.455
C 1.106 0.356 0.139
H 2.622 -0.510 2.090
C -1.105 0.445 -1.058
H 4.196 1.790 2.444
H 1.343 2.113 1.087
H 1.424 -0.725 0.113
H 3.011 2.010 3.767
N -0.043 0.836 -0.274
C -3.286 -0.295 -1.498
C 3.453 1.258 3.110
N -2.198 0.077 -0.527
H -3.190 0.206 -2.420
H -3.522 -2.490 -1.108
F -1.481 -0.860 -3.511
H -3.507 -1.919 -2.891
C -1.518 -1.987 -1.676
*
```

---

# 5
Formula: C8H14FNO4
Source: the Open Molecules 2025 dataset
Level of theory: ωB97M-V with the def2-TZVPD basis set

The calculation puts the frontier orbital gap at 10.50 eV. The calculation puts the highest occupied orbital energy at -0.3596 Ha.

ORCA input file:
```
! RIJCOSX wB97M-V def2-TZVPD def2/J DEFGRID3
* xyz 0 1
O 1.280 0.721 -2.810
H 1.437 -1.273 1.248
C -3.628 -0.166 1.092
C 1.269 -1.196 0.168
C -0.176 -1.521 -0.170
H 1.369 1.674 -2.961
O 2.049 3.139 -0.647
H 2.798 1.262 1.124
H -0.370 -2.563 0.106
H -2.711 -2.086 0.663
H -2.862 -1.040 -0.736
C -2.626 -1.048 0.331
H -3.112 0.634 1.628
C 2.802 0.126 -1.130
H -4.340 0.310 0.419
C -1.180 -0.601 0.509
O 3.910 -0.153 -0.789
O 2.618 0.394 -2.454
N 1.653 0.151 -0.299
F 0.134 2.863 0.399
H 1.930 -1.930 -0.296
H -0.291 -1.445 -1.256
H -1.064 0.410 0.105
C 1.390 2.481 0.077
H -4.194 -0.737 1.827
C 1.778 1.177 0.733
H 1.087 0.951 1.540
H -0.952 -0.534 1.581
*
```

---

# 6
Formula: C8H14N
Source: the Open Molecules 2025 dataset
Level of theory: ωB97M-V with the def2-TZVPD basis set

As for the energy above the lowest of the compared OMol25 structures with the same formula, charge and spin: 5.491 eV. The calculation puts the frontier orbital gap (alpha / beta) at 7.40 / 4.58 eV. The calculation puts the highest occupied orbital energy (alpha / beta) at -0.4970 / -0.4601 Ha.

ORCA input file:
```
! RIJCOSX wB97M-V def2-TZVPD def2/J DEFGRID3
* xyz 1 1
C 2.473 -0.880 -0.337
H 2.308 -1.637 0.408
H -3.413 2.306 0.573
C -3.226 1.677 -0.384
H -4.268 1.656 -0.784
H -0.881 -1.578 1.680
H 1.405 2.269 0.196
H 3.354 0.571 1.040
H 3.391 -1.177 -0.921
C -1.756 -1.861 1.068
C -2.249 -0.541 0.637
H 1.150 1.073 1.426
C -2.728 0.472 0.099
H -2.689 -2.251 1.336
H 0.471 -1.549 -1.000
H 3.309 0.890 -0.710
N 0.519 0.342 -0.486
H 1.239 -0.440 -2.227
H -1.261 -2.303 0.165
C 2.752 0.489 0.152
C 1.426 1.085 0.267
H -2.525 2.090 -1.094
C 1.200 -0.704 -1.104
*
```